Entry 1:
DFT (ωB97M-V/def2-TZVPD) results for a structure of composition C32H39N5O5S5Se2SiSn.

## Properties
Charge ... -2

Positions of all 90 atoms, in Å:
Sn: -0.08 0.38 -0.25
Se: -0.29 -3.02 -1.82
Se: -2.51 -2.80 -2.46
C: -3.20 -1.55 -1.17
C: -4.39 -1.88 -0.53
C: -4.96 -0.95 0.32
C: -4.33 0.28 0.49
C: -3.14 0.51 -0.19
N: -2.58 -0.39 -1.00
C: 0.54 -1.82 -3.09
C: 0.77 -2.24 -4.40
C: 1.41 -1.35 -5.25
C: 1.82 -0.12 -4.75
C: 1.55 0.18 -3.43
N: 0.92 -0.65 -2.61
H: -4.84 -2.85 -0.71
H: -5.88 -1.17 0.84
H: -4.73 1.04 1.14
H: -2.62 1.46 -0.10
H: 0.42 -3.21 -4.72
H: 1.57 -1.61 -6.29
H: 2.32 0.59 -5.39
H: 1.83 1.14 -3.00
S: -3.68 2.43 -2.99
C: -2.19 1.65 -3.08
S: -1.84 0.47 -4.23
S: -0.96 2.20 -1.90
C: 4.64 -3.43 4.24
Si: 4.67 -1.82 3.23
C: 6.49 -1.32 3.08
C: 3.80 -0.56 4.31
C: 4.09 -2.25 1.50
C: 4.66 -3.37 0.91
C: 4.36 -3.72 -0.40
C: 3.45 -2.92 -1.07
N: 2.86 -1.85 -0.54
C: 3.20 -1.46 0.71
S: 2.55 0.02 1.31
H: 5.08 -3.28 5.23
H: 5.19 -4.24 3.76
H: 3.61 -3.77 4.39
H: 6.98 -1.25 4.06
H: 6.58 -0.36 2.58
H: 7.04 -2.05 2.48
H: 4.27 -0.52 5.30
H: 2.74 -0.82 4.45
H: 3.82 0.43 3.86
H: 5.36 -3.98 1.47
H: 4.81 -4.58 -0.89
H: 3.17 -3.14 -2.10
C: -0.62 -4.65 3.49
N: -0.41 -3.51 2.63
C: 0.61 -3.64 1.61
C: -1.17 -2.39 2.71
O: -1.08 -1.42 1.99
H: 0.25 -4.81 4.13
H: -0.79 -5.55 2.90
H: -1.49 -4.48 4.13
H: 1.56 -3.94 2.06
H: 0.75 -2.68 1.12
H: 0.32 -4.38 0.85
H: -1.90 -2.44 3.55
C: 4.08 4.26 0.90
C: 3.25 4.43 2.14
C: 2.00 5.06 2.08
C: 1.19 5.15 3.19
C: 1.63 4.60 4.39
C: 2.88 3.99 4.49
C: 3.68 3.92 3.36
S: 0.52 4.52 5.77
O: 1.23 3.94 6.88
O: -0.11 5.80 5.95
N: -0.63 3.47 5.28
C: -0.09 2.13 4.94
C: -0.89 1.50 3.80
C: -0.86 2.39 2.54
O: -1.30 3.55 2.65
O: -0.38 1.88 1.49
H: 3.87 5.04 0.17
H: 3.84 3.29 0.44
H: 5.15 4.26 1.13
H: 1.65 5.43 1.13
H: 0.21 5.61 3.14
H: 3.18 3.58 5.44
H: 4.65 3.43 3.42
H: -1.07 3.84 4.41
H: -0.11 1.51 5.83
H: 0.95 2.21 4.61
H: -1.94 1.38 4.09
H: -0.47 0.53 3.54

---

Entry 2:
DFT (ωB97M-V/def2-TZVPD) results for a structure of composition C32H39N5O5S5Se2SiSn.

## Properties
Charge ... -2

Positions of all 90 atoms, in Å:
Sn: 0.28 0.23 -0.34
Se: 3.06 -1.28 2.60
Se: 1.46 -1.70 4.52
C: 0.13 -0.36 4.22
C: -0.29 0.44 5.28
C: -1.24 1.41 5.04
C: -1.78 1.52 3.77
C: -1.33 0.63 2.80
N: -0.39 -0.27 3.01
C: 2.29 -2.63 1.49
C: 3.02 -3.77 1.17
C: 2.53 -4.61 0.20
C: 1.29 -4.33 -0.37
C: 0.62 -3.20 0.06
N: 1.12 -2.36 0.95
H: 0.14 0.28 6.26
H: -1.56 2.08 5.83
H: -2.53 2.26 3.54
H: -1.77 0.63 1.81
H: 3.99 -3.93 1.63
H: 3.11 -5.46 -0.14
H: 0.88 -4.96 -1.15
H: -0.33 -2.90 -0.36
S: 4.64 -1.10 0.62
C: 3.38 -0.40 -0.32
S: 2.78 1.12 0.15
S: 2.73 -1.22 -1.63
C: -7.55 -0.30 -0.76
Si: -5.72 0.32 -0.66
C: -5.56 1.19 1.03
C: -5.54 1.58 -2.09
C: -4.62 -1.21 -0.85
C: -5.10 -2.49 -1.01
C: -4.21 -3.56 -1.14
C: -2.86 -3.28 -1.07
N: -2.36 -2.06 -0.93
C: -3.22 -1.03 -0.83
S: -2.57 0.54 -0.72
H: -8.26 0.52 -0.67
H: -7.76 -1.01 0.04
H: -7.75 -0.80 -1.70
H: -6.26 2.02 1.11
H: -4.56 1.57 1.15
H: -5.76 0.51 1.85
H: -6.25 2.40 -2.01
H: -5.69 1.11 -3.06
H: -4.54 1.99 -2.08
H: -6.17 -2.68 -1.04
H: -4.56 -4.57 -1.28
H: -2.13 -4.07 -1.15
C: -0.35 3.24 -4.40
N: 0.75 3.50 -3.51
C: 1.30 4.83 -3.54
C: 0.99 2.65 -2.51
O: 0.46 1.54 -2.44
H: -0.02 3.27 -5.45
H: -1.14 3.99 -4.26
H: -0.75 2.26 -4.17
H: 1.67 5.05 -4.55
H: 2.12 4.90 -2.83
H: 0.54 5.56 -3.26
H: 1.77 2.97 -1.81
C: 4.24 3.83 1.72
C: 3.09 4.75 1.52
C: 2.79 5.23 0.24
C: 1.70 6.05 0.04
C: 0.90 6.40 1.11
C: 1.17 5.93 2.38
C: 2.26 5.11 2.58
S: -0.60 7.31 0.77
O: -1.11 7.86 2.00
O: -0.35 8.26 -0.30
N: -1.68 6.19 0.21
C: -2.05 5.20 1.21
C: -2.15 3.81 0.59
C: -0.83 3.42 -0.11
O: -0.46 4.13 -1.06
O: -0.21 2.43 0.36
H: 5.10 4.15 1.13
H: 3.95 2.84 1.37
H: 4.52 3.75 2.77
H: 3.42 4.94 -0.59
H: 1.44 6.44 -0.94
H: 0.53 6.23 3.19
H: 2.47 4.72 3.56
H: -1.25 5.70 -0.59
H: -3.01 5.51 1.64
H: -1.30 5.18 2.01
H: -2.94 3.78 -0.15
H: -2.36 3.06 1.36

---

Number 1: gap between HOMO and LUMO 4.8 eV, E -250087.118 eV. Number 2: gap between HOMO and LUMO 6.0 eV, E -250088.158 eV.